Computed, not measured: C3H4O3 as an isolated structure, with ωB97M-V with the def2-TZVPD basis set.

Positions of all 10 atoms, in Å:
O 2.572 -0.025 -0.525
C 1.433 0.073 -0.209
O 0.812 1.245 0.125
C -0.532 1.359 -0.090
C -0.732 -0.770 0.338
O 0.595 -0.984 -0.043
H -1.053 0.411 0.649
H -0.748 1.035 -1.126
H -0.923 -1.233 1.313
H -1.424 -1.111 -0.432

Output
* net charge: 0
* energy relative to the best compared isomer or geometry (same formula, charge and spin): 4.599 eV
* highest occupied orbital energy: -9.51 eV
* HOMO-LUMO gap: 9.7 eV

natural (NBO) atomic charge list, values in e, 8 entries:
1 O -0.532
2 C 0.976
3 O -0.513
4 C -0.027
5 C -0.157
6 O -0.492
7 H 0.209
8 H 0.118


Computed, not measured: C2H2FN3O as an isolated structure, with ωB97M-V with the def2-TZVPD basis set.

Positions of all 9 atoms, in Å:
C -0.716 1.203 -0.494
C -1.162 0.296 0.488
N -1.717 2.008 -0.709
N -2.375 0.573 0.838
N -0.204 -1.061 1.434
O -2.715 1.624 0.098
F -1.121 -2.058 1.603
H 0.218 1.274 -1.008
H 0.396 -1.387 0.664

Output
* net charge: 0
* energy relative to the best compared isomer or geometry (same formula, charge and spin): 5.530 eV
* highest occupied orbital energy: -11.00 eV
* HOMO-LUMO gap: 11.4 eV

natural (NBO) atomic charge list, values in e, 8 entries:
1 C -0.139
2 C 0.214
3 N -0.062
4 N -0.111
5 N -0.128
6 O -0.107
7 F -0.231
8 H 0.238


Computed, not measured: an isolated ion of composition C5H8O3P2 and charge -2, with ωB97M-V with the def2-TZVPD basis set.

Positions of all 18 atoms, in Å:
C -0.007 -0.307 1.675
C 0.437 -1.194 0.675
C -0.363 1.011 1.394
C 0.232 1.048 -1.431
C 1.528 -1.130 -0.143
O 3.660 -0.786 1.174
O 3.720 0.268 -1.114
O 2.438 1.431 0.747
P -0.902 1.554 -0.259
P 2.960 0.021 0.097
H -0.066 -0.790 2.640
H 0.156 -2.321 0.710
H -0.727 1.627 2.200
H 1.583 1.429 0.937
H 0.923 1.871 -1.651
H -0.275 0.953 -2.437
H 1.651 -1.889 -0.840
H -1.965 0.593 -0.449

Output
* SMILES: C=[PH]=C/C=C\C=P([O-])([O-])O
* net charge: -2
* highest occupied orbital energy (alpha / beta): 1.69 / 1.68 eV
* HOMO-LUMO gap (alpha / beta): 5.0 / 5.0 eV

natural (NBO) atomic charge list, values in e, 8 entries:
1 C -0.178
2 C -0.342
3 C -0.662
4 C -1.224
5 C -0.418
6 O -1.218
7 O -1.192
8 O -1.014


Computed, not measured: C25H39Ge2O5Pt as an isolated structure, with ωB97M-V with the def2-TZVPD basis set.

Positions of all 72 atoms, in Å:
Pt -1.281 -0.044 -0.720
C -3.417 2.097 0.424
C -2.970 2.541 -0.938
O -2.807 1.337 -1.694
C -2.520 1.498 -3.091
C -2.412 0.117 -3.672
O -1.311 -0.538 -3.007
C -1.107 -1.905 -3.379
C -0.186 -2.528 -2.354
O -0.674 -2.398 -1.006
C -1.788 -3.268 -0.681
C -2.453 -2.746 0.562
O -3.011 -1.478 0.231
C -3.827 -0.873 1.220
C -3.028 0.245 1.888
O -2.451 1.142 0.932
H -4.403 1.635 0.353
H -3.477 2.952 1.099
H -2.017 3.077 -0.879
H -3.714 3.195 -1.398
H -1.580 2.043 -3.224
H -3.323 2.053 -3.582
H -2.213 0.183 -4.744
H -3.333 -0.453 -3.521
H -0.621 -1.953 -4.356
H -2.068 -2.420 -3.450
H 0.775 -2.011 -2.366
H -0.030 -3.581 -2.595
H -1.420 -4.282 -0.510
H -2.508 -3.290 -1.500
H -1.721 -2.647 1.372
H -3.236 -3.438 0.879
H -4.142 -1.582 1.986
H -4.708 -0.478 0.714
H -2.184 -0.171 2.442
H -3.682 0.779 2.581
C 1.045 -2.069 3.693
Ge 2.405 -1.737 2.314
C 4.011 -0.809 2.955
C 2.678 -3.205 1.036
Ge 0.903 0.171 0.431
C 2.283 0.405 -0.991
C 3.618 0.007 -0.837
C 4.522 0.292 -1.846
C 4.088 0.977 -2.983
C 2.749 1.351 -3.146
C 1.833 1.055 -2.155
C 1.115 1.899 1.510
C 1.142 3.088 0.792
C 1.213 4.274 1.516
C 1.298 4.246 2.902
C 1.270 3.042 3.597
C 1.199 1.844 2.895
H 1.627 -2.422 4.553
H 0.367 -2.864 3.388
H 0.477 -1.195 4.010
H 4.364 -1.462 3.763
H 3.817 0.179 3.368
H 4.791 -0.750 2.199
H 2.798 -4.086 1.679
H 3.583 -3.062 0.450
H 1.825 -3.368 0.378
H 3.970 -0.497 0.053
H 5.555 -0.006 -1.731
H 4.809 1.243 -3.747
H 2.423 1.876 -4.035
H 0.793 1.335 -2.279
H 1.121 3.126 -0.289
H 1.232 5.211 0.974
H 1.423 5.174 3.447
H 1.306 3.015 4.678
H 1.193 0.912 3.443

Output
* multiplicity: 2
* net charge: +4
* highest occupied orbital energy (alpha / beta): -20.43 / -20.43 eV
* HOMO-LUMO gap (alpha / beta): 4.6 / 4.5 eV

Löwdin atomic charge list, values in e, 8 entries:
1 Pt 1.145
2 C -0.105
3 C -0.125
4 O -0.234
5 C -0.124
6 C -0.110
7 O -0.238
8 C -0.127


Computed, not measured: a 7-piece molecular cluster, C26H72N6O8 overall, with ωB97M-V with the def2-TZVPD basis set.

Positions of all 112 atoms, in Å:
C -1.463 -6.322 7.810
C -0.312 -6.169 6.847
C -0.734 -5.419 5.577
O -1.602 -6.316 4.915
C -2.451 -5.755 3.976
N 0.749 -5.541 7.573
H -1.789 -5.350 8.179
H -1.322 -6.884 8.733
H -2.351 -6.783 7.378
H 0.116 -7.152 6.651
H 0.148 -5.227 4.967
H -1.105 -4.414 5.777
H -2.996 -6.607 3.570
H -2.023 -5.222 3.127
H -3.130 -5.051 4.457
H 1.595 -5.339 7.059
H 1.122 -6.033 8.372
C -7.079 -0.782 -2.296
C -8.069 0.167 -1.540
C -7.556 0.914 -0.256
O -7.299 0.014 0.862
C -6.631 0.608 1.955
N -8.605 1.080 -2.561
H -6.458 -1.408 -1.657
H -6.392 -0.152 -2.861
H -7.559 -1.412 -3.045
H -8.882 -0.498 -1.250
H -8.276 1.634 0.132
H -6.660 1.493 -0.481
H -6.149 -0.130 2.597
H -7.334 1.217 2.523
H -5.892 1.383 1.755
H -7.817 1.623 -2.885
H -9.247 1.733 -2.135
C 8.928 2.383 -1.911
C 9.024 1.174 -1.125
C 10.418 0.621 -0.874
O 10.385 -0.623 -0.169
C 11.754 -1.088 -0.049
N 8.526 1.556 0.166
H 7.877 2.504 -2.172
H 9.282 2.232 -2.931
H 9.416 3.261 -1.489
H 8.322 0.421 -1.484
H 10.966 1.307 -0.228
H 10.869 0.536 -1.863
H 12.325 -0.545 0.704
H 12.260 -1.078 -1.015
H 11.789 -2.089 0.381
H 8.474 0.667 0.642
H 7.531 1.727 0.172
C -0.171 6.231 5.417
C -0.735 7.289 4.403
C -0.538 8.800 4.663
O -1.154 9.115 5.924
C -0.975 10.511 6.290
N -0.424 6.775 3.109
H 0.873 5.977 5.233
H -0.668 5.278 5.600
H -0.126 6.726 6.387
H -1.792 7.066 4.545
H -0.967 9.466 3.915
H 0.539 8.967 4.667
H -1.587 11.212 5.722
H 0.064 10.842 6.287
H -1.356 10.699 7.293
H -0.689 7.437 2.393
H -1.085 6.024 2.971
C -4.087 5.231 -7.850
C -3.385 4.167 -7.000
C -1.877 3.955 -7.385
O -1.209 2.955 -6.555
C 0.154 2.849 -6.782
N -3.650 4.494 -5.619
H -5.119 5.234 -7.499
H -4.057 4.997 -8.914
H -3.647 6.225 -7.771
H -3.804 3.166 -7.100
H -1.374 4.917 -7.280
H -1.865 3.600 -8.415
H 0.498 1.893 -6.388
H 0.661 3.660 -6.259
H 0.426 2.748 -7.833
H -3.358 5.401 -5.284
H -3.130 3.931 -4.962
C 0.651 -9.429 -1.506
C 1.860 -8.481 -1.692
C 1.488 -7.162 -2.485
O 1.027 -7.574 -3.778
C 0.481 -6.516 -4.522
N 2.404 -8.087 -0.360
H 0.259 -9.818 -2.446
H -0.252 -8.982 -1.089
H 1.000 -10.241 -0.868
H 2.677 -8.994 -2.198
H 2.429 -6.612 -2.483
H 0.742 -6.516 -2.023
H 0.073 -6.765 -5.501
H 1.199 -5.717 -4.709
H -0.447 -6.162 -4.073
H 1.643 -7.680 0.164
H 3.141 -7.401 -0.435
C 1.299 0.032 -0.472
C -0.244 0.028 -0.656
O -0.700 1.130 -1.391
O 1.559 1.037 0.430
H 1.873 0.107 -1.396
H 1.483 -0.951 -0.038
H -0.643 0.092 0.356
H -0.533 -0.796 -1.308
H -0.540 0.947 -2.319
H 0.990 1.799 0.297

Output
* SMILES: COC[C@H](C)N.COC[C@H](C)N.COC[C@H](C)N.COC[C@H](C)N.COC[C@H](C)N.COC[C@H](C)N.OCCO
* net charge: 0
* energy relative to the best compared isomer or geometry (same formula, charge and spin): 4.295 eV
* highest occupied orbital energy: -8.91 eV
* HOMO-LUMO gap: 9.1 eV

Löwdin atomic charge list, values in e, 8 entries:
1 C -0.073
2 C -0.451
3 C -0.189
4 O -0.183
5 C -0.131
6 N 0.010
7 H 0.080
8 H 0.074


Computed, not measured: one molecule with the formula C3H8N4O, with ωB97M-V with the def2-TZVPD basis set.

Positions of all 16 atoms, in Å:
C -0.814 -0.074 -0.097
C 0.627 -0.187 -0.466
C -1.509 1.146 -0.725
N 0.487 0.352 1.787
N -0.785 0.124 1.377
N 1.312 0.285 0.856
N 1.125 -1.634 -0.750
O 2.515 0.587 1.000
H -1.327 -0.958 -0.436
H 1.055 0.541 -1.228
H -0.816 1.961 -0.627
H -2.264 1.437 -0.129
H -1.819 0.987 -1.769
H -1.016 -0.633 2.114
H 2.134 -1.790 -1.028
H 1.095 -2.146 0.122

Output
* SMILES: C[C@@H]1NN=[N+]([O-])[C@H]1N
* net charge: 0
* energy relative to the best compared isomer or geometry (same formula, charge and spin): 5.025 eV
* highest occupied orbital energy: -8.52 eV
* HOMO-LUMO gap: 9.4 eV

natural (NBO) atomic charge list, values in e, 8 entries:
1 C -0.134
2 C 0.052
3 C -0.591
4 N -0.066
5 N -0.452
6 N 0.269
7 N -0.840
8 O -0.494